(1)
{
  "formula": "C3H7O2S",
  "method": "the ωB97M-V functional and the def2-TZVPD basis",
  "e_homo_ev": -4.0058,
  "lumo_ev": 3.82,
  "charge": -1,
  "symbols": ["C", "H", "H", "H", "C", "H", "H", "H", "S", "O", "O", "C", "H"],
  "xyz": [[-1.39530, -1.24102, -0.83190], [1.30355, 0.31225, 2.51187], [-0.27681, -0.39154, 1.92004], [0.38030, 0.36613, -1.39917], [0.39076, 1.23641, 0.77093], [-2.00491, -1.82724, -1.64682], [0.45406, 2.38837, 0.73966], [-0.58724, 1.00722, 0.37164], [1.48871, 0.45257, -0.52174], [-1.30521, -1.57190, 0.33546], [-1.04000, -0.13939, -1.45336], [0.31552, 0.57103, 2.05979], [-0.19255, 1.19550, 2.80092]],
  "atomic_forces_ev_per_a": [[-1.11, 1.91, -3.17], [-0.52, 0.14, -0.28], [0.88, 1.13, 0.32], [0.40, -0.39, 0.63], [-0.33, 1.77, -2.54], [0.67, -0.28, 1.40], [0.40, -1.72, 0.39], [-0.26, 0.37, -0.66], [0.26, 1.00, 0.72], [0.18, -0.25, 0.11], [-1.01, -1.67, 0.82], [0.59, -2.02, 2.27], [-0.15, 0.00, -0.01]]
}

=====

(2)
{
  "formula": "C3H7O2S",
  "method": "the ωB97M-V functional and the def2-TZVPD basis",
  "e_homo_ev": -2.8368,
  "lumo_ev": 3.78,
  "charge": -1,
  "symbols": ["C", "C", "O", "O", "H", "H", "S", "H", "H", "H", "C", "H", "H"],
  "xyz": [[0.31716, -0.15966, 0.82156], [1.58614, -0.71370, 0.24075], [2.49541, -1.15211, 0.91624], [-1.25701, -0.94197, -1.66682], [-1.94941, -0.65445, -2.29979], [-0.45384, -0.91811, 0.98881], [-1.80623, 1.66354, 0.72342], [0.10526, 1.22804, -0.84531], [0.63056, 1.84601, 0.74166], [-1.72087, -0.60263, -0.86341], [-0.10724, 1.22253, 0.22790], [1.60050, -0.90103, -0.85189], [0.55957, 0.08354, 1.86687]],
  "atomic_forces_ev_per_a": [[0.62, 1.14, 1.16], [-0.71, -1.43, 0.31], [0.18, 0.41, -0.23], [-1.67, 0.44, -0.06], [0.85, -0.32, 0.08], [-0.11, -0.03, -0.93], [0.13, -0.17, -0.45], [-0.30, 0.15, 0.00], [-0.16, 0.61, -0.43], [0.77, 0.04, 0.00], [0.23, -1.09, 0.72], [0.08, 0.46, -0.08], [0.09, -0.20, -0.07]]
}

=====

(3)
{
  "formula": "C3H7O2S",
  "method": "the ωB97M-V functional and the def2-TZVPD basis",
  "e_homo_ev": -4.0760,
  "lumo_ev": 3.16,
  "charge": -1,
  "symbols": ["C", "H", "O", "H", "H", "H", "O", "C", "H", "H", "C", "H", "S"],
  "xyz": [[-1.10047, -2.16875, -1.31628], [0.54692, -0.40752, 1.14243], [0.54673, 1.82278, -0.53509], [-0.56826, 0.03560, -0.02319], [-1.22532, -0.27641, 1.62700], [-0.17274, -2.13144, -1.88441], [1.42548, 3.80164, 0.12882], [-0.49536, -0.56345, 0.88076], [2.25614, 2.01393, 0.50060], [-1.70495, -2.99394, -1.68579], [1.38852, 2.56374, 0.02295], [-1.64953, -1.24503, -1.48028], [-0.71038, -2.33408, 0.44780]],
  "atomic_forces_ev_per_a": [[0.26, 0.14, -0.07], [-0.14, 0.08, 0.56], [0.00, 0.11, -0.07], [-0.30, 0.13, 0.07], [0.14, 0.14, 0.15], [-0.05, 0.06, -0.12], [-0.04, 0.03, 0.00], [0.44, -0.65, -0.72], [-0.02, 0.00, 0.01], [0.00, -0.17, 0.21], [0.08, -0.05, -0.04], [-0.03, 0.02, 0.01], [-0.34, 0.16, 0.00]]
}

=====

(4)
{
  "formula": "C3H7O2Zn",
  "method": "the ωB97M-V functional and the def2-TZVPD basis",
  "e_homo_ev": [-6.2508, -9.1415],
  "lumo_ev": [0.52, -0.11],
  "spin_multiplicity": 2,
  "charge": 0,
  "symbols": ["H", "C", "H", "Zn", "H", "C", "H", "O", "O", "H", "H", "C", "H"],
  "xyz": [[1.18430, -0.50480, 0.62911], [-2.64904, 0.75824, 1.01447], [-1.52163, 2.26364, 2.87187], [-0.09343, -1.14242, 1.57041], [-3.15001, 0.56373, 1.98305], [-2.82264, -0.45678, 0.16104], [0.06131, 2.28636, 2.04062], [-1.29287, 1.01517, 1.21581], [-1.89036, -1.13027, -0.22680], [-3.17168, 1.59500, 0.51274], [-1.36147, 3.07840, 1.27661], [-1.02242, 2.23084, 1.89138], [-3.86244, -0.83049, 0.08296]],
  "atomic_forces_ev_per_a": [[-0.51, -0.39, 0.54], [-0.15, 0.46, 0.05], [0.07, -0.01, -0.20], [0.79, 0.40, -0.59], [-0.10, 0.04, -0.26], [0.63, -1.17, 0.60], [-0.29, -0.04, -0.11], [0.03, -0.09, -0.17], [-0.71, 0.50, 0.05], [0.10, -0.06, 0.23], [0.11, -0.12, 0.20], [-0.01, 0.18, 0.09], [0.04, 0.30, -0.42]]
}

=====

(5)
{
  "formula": "C3H7O3",
  "method": "the ωB97M-V functional and the def2-TZVPD basis",
  "e_homo_ev": -4.0145,
  "lumo_ev": 3.97,
  "charge": -1,
  "symbols": ["O", "H", "O", "H", "H", "C", "H", "H", "H", "O", "C", "H", "C"],
  "xyz": [[-0.19101, 0.99040, -2.56776], [-0.14053, -0.88481, -1.68869], [0.84075, -1.46586, 1.38397], [0.79192, -0.74484, -3.17222], [0.27265, 0.39969, 3.26974], [0.46767, -0.22078, -2.28111], [1.39090, -0.05798, -1.70742], [-1.26133, 0.73563, 2.45642], [-0.81199, 1.21930, -1.86207], [-1.27409, -0.94706, 0.74086], [-0.21505, -0.79221, 1.39280], [0.33253, 1.27009, 1.73638], [-0.20242, 0.49842, 2.29909]],
  "atomic_forces_ev_per_a": [[-0.35, 0.60, -0.48], [-0.30, -0.28, 0.26], [-0.35, -0.01, -0.11], [-0.30, 0.19, -0.58], [0.29, -0.32, 0.05], [0.73, -0.28, 0.94], [-0.17, 0.15, 0.07], [0.29, 0.46, -0.08], [0.37, -0.45, -0.06], [0.14, -0.14, -0.15], [0.55, 0.44, 0.45], [-0.25, 0.12, 0.09], [-0.66, -0.47, -0.42]]
}

=====

(6)
{
  "formula": "C3H7O3",
  "method": "the ωB97M-V functional and the def2-TZVPD basis",
  "e_homo_ev": -3.8877,
  "lumo_ev": 3.45,
  "charge": -1,
  "symbols": ["H", "H", "H", "H", "O", "O", "H", "H", "C", "C", "C", "O", "H"],
  "xyz": [[0.09982, 0.02038, 0.78356], [-1.11544, -0.62411, -1.00771], [-0.36208, -0.67676, -2.60658], [0.99535, -1.76611, 2.42867], [0.09876, -1.47632, 2.24351], [-1.18011, 1.79159, -2.24400], [0.95791, 0.46754, 2.29363], [-0.81444, 0.32056, 2.22271], [-0.16776, 1.26204, -1.74829], [0.12763, -0.09243, 1.86756], [-0.25693, -0.29765, -1.58818], [0.92360, 1.77323, -1.41562], [0.69368, -0.70196, -1.22926]],
  "atomic_forces_ev_per_a": [[0.40, 0.02, 0.13], [-0.04, -0.02, 0.10], [-0.26, -0.13, -0.05], [-0.03, 0.03, -0.16], [0.31, 0.01, 0.23], [-0.18, 0.24, 0.04], [0.08, -0.09, 0.04], [0.04, 0.21, 0.20], [0.09, -0.64, 0.06], [-0.76, -0.12, -0.33], [0.56, 0.30, -0.71], [0.02, 0.18, 0.12], [-0.22, 0.00, 0.32]]
}

=====

(7)
{
  "formula": "C3H7O3",
  "method": "the ωB97M-V functional and the def2-TZVPD basis",
  "e_homo_ev": -4.4691,
  "lumo_ev": 4.24,
  "charge": -1,
  "symbols": ["H", "H", "O", "O", "C", "H", "O", "H", "H", "H", "C", "H", "C"],
  "xyz": [[-1.19297, -2.53968, 1.95392], [0.60173, 0.10500, -2.82858], [-1.41749, -0.66215, 1.21359], [1.83540, 0.99220, -0.60421], [-0.58583, -1.68492, 1.67029], [0.18271, -1.96301, 0.95697], [-0.27532, 1.15438, 0.11798], [-0.97708, 0.07608, -2.09877], [0.35361, -1.07886, -1.66251], [-0.23288, -1.37323, 2.65494], [0.08378, -0.04003, -1.83404], [-0.93539, 0.29544, 0.97986], [0.62063, 0.81152, -0.73775]],
  "atomic_forces_ev_per_a": [[-0.28, -0.54, -0.51], [-0.11, 0.34, 0.95], [-0.49, 0.99, -0.13], [0.07, 0.13, -0.60], [-0.90, 1.26, 0.86], [0.47, -0.13, 0.04], [0.69, 1.33, -0.48], [0.23, -0.14, 0.76], [-0.39, -0.24, 0.49], [1.13, -0.11, 0.07], [0.37, -0.41, -3.25], [-0.37, -2.48, -0.27], [-0.42, -0.01, 2.07]]
}

=====

(8)
{
  "formula": "C3H7O3",
  "method": "the ωB97M-V functional and the def2-TZVPD basis",
  "e_homo_ev": -4.2374,
  "lumo_ev": 4.21,
  "charge": -1,
  "symbols": ["H", "H", "H", "O", "C", "H", "C", "H", "O", "C", "O", "H", "H"],
  "xyz": [[1.24973, -1.46634, -1.47259], [-0.32569, 1.78459, 2.01552], [-0.25755, -2.31112, -1.86467], [-1.67872, -1.19128, 0.06076], [0.15369, -1.40780, -1.39808], [-0.84644, 0.85406, -0.06113], [-0.43060, -1.33383, 0.02568], [1.07513, 0.89946, 1.38646], [-0.32718, 1.68247, -0.04857], [0.39261, 1.73084, 1.17471], [0.36395, -1.40048, 0.98485], [0.84521, 2.73236, 1.18780], [-0.21414, -0.57294, -1.99075]],
  "atomic_forces_ev_per_a": [[-0.31, 0.13, 0.31], [0.19, -0.31, -0.11], [0.03, 0.05, -0.01], [-0.05, 0.28, 0.06], [0.14, -0.51, -0.43], [0.11, 0.26, 0.08], [0.28, -0.07, -0.03], [-0.05, 0.19, -0.48], [0.09, -0.64, 0.00], [-1.01, 0.96, 0.62], [0.07, -0.08, 0.08], [0.49, -0.41, -0.07], [0.03, 0.14, -0.01]]
}

=====

(9)
{
  "formula": "C3H7O3",
  "method": "the ωB97M-V functional and the def2-TZVPD basis",
  "e_homo_ev": -4.2407,
  "lumo_ev": 4.12,
  "charge": -1,
  "symbols": ["O", "C", "H", "C", "O", "C", "O", "H", "H", "H", "H", "H", "H"],
  "xyz": [[0.60941, 1.27557, -1.55530], [0.85100, -0.32971, 1.30617], [-1.05480, 1.55211, -0.33681], [-0.79816, 1.29058, -1.36425], [0.35307, 0.44915, 2.14109], [0.01610, -1.62205, 0.98836], [1.89467, -0.17203, 0.61946], [-0.25868, -2.12530, 1.91063], [1.01317, 0.82812, -0.80334], [-1.19799, 0.31546, -1.66995], [-1.20607, 2.02672, -2.05950], [0.66758, -2.20128, 0.33976], [-0.88931, -1.28733, 0.48367]],
  "atomic_forces_ev_per_a": [[-0.46, 0.49, -0.42], [-0.63, -0.06, -0.02], [-0.18, -0.14, 0.01], [0.76, -0.20, -0.50], [0.08, -0.01, 0.12], [0.87, 0.89, 0.08], [-0.10, 0.05, -0.09], [0.00, -0.18, 0.03], [0.50, -0.35, 0.51], [-0.31, 0.02, 0.36], [-0.08, 0.13, 0.11], [-0.38, -0.47, -0.06], [-0.06, -0.17, -0.12]]
}

=====

Max |F| readings, ordered: 3.86 1.74 1.07 1.46 1.23 0.95 3.30 1.52 1.25 eV Å⁻¹
Electronic energy readings, ordered: -18155.40393 -18155.23061 -18155.87977 -55733.81722 -9368.09530 -9367.89870 -9367.83828 -9368.27849 -9368.39442 eV
Energy relative to the best compared isomer or geometry (same formula, charge and spin) readings, ordered: 116.8 133.5 70.9 48.5 102.6 121.5 127.4 84.9 73.7 kJ/mol